{
  "formula": "C23H25NO4S2",
  "method": "ωB97M-V/def2-TZVPD",
  "elements": ["C", "C", "C", "C", "N", "C", "C", "C", "C", "C", "H", "H", "H", "H", "H", "H", "H", "H", "H", "H", "H", "H", "H", "H", "H", "C", "C", "C", "C", "C", "C", "S", "O", "O", "C", "C", "C", "C", "C", "C", "C", "C", "S", "O", "O", "H", "H", "H", "H", "H", "H", "H", "H", "H", "H"],
  "xyz": [[1.74806, 2.10185, 2.62802], [2.34357, 0.68817, 2.55883], [1.17847, -0.30733, 2.25449], [-0.02400, 0.60409, 1.96721], [-1.29620, 0.24583, 1.89046], [-2.37692, 1.23201, 1.75164], [-3.64759, 0.40716, 1.51452], [-3.28872, -1.06603, 1.73538], [-1.77623, -1.13975, 1.92807], [0.28042, 2.03746, 2.19433], [1.78593, 2.45066, 3.66673], [2.32126, 2.81686, 2.02734], [3.13652, 0.58230, 1.81306], [2.80247, 0.44807, 3.52560], [0.92891, -0.72625, 3.23874], [-2.46488, 1.84352, 2.66011], [-2.17423, 1.91413, 0.91955], [-4.43952, 0.73970, 2.19057], [-3.97865, 0.57198, 0.48708], [-3.78785, -1.47240, 2.61662], [-3.56932, -1.67002, 0.87060], [-1.31649, -1.70443, 1.10612], [-1.48679, -1.63262, 2.86814], [-0.35996, 2.46482, 2.98745], [0.08565, 2.64223, 1.29813], [5.22688, -2.80911, -3.77536], [5.00382, -3.20337, -2.45333], [4.18986, -2.40250, -1.64368], [3.62681, -1.24018, -2.12427], [3.84139, -0.85308, -3.44667], [4.63793, -1.64264, -4.27448], [2.63298, -0.31459, -0.93690], [3.38195, 0.87991, -0.65533], [1.27618, -0.25207, -1.47257], [2.67183, -1.39695, 0.43759], [1.47017, -1.46401, 1.39553], [1.52573, -2.81014, 2.15381], [2.69978, -3.21205, 2.79728], [2.77401, -4.50330, 3.32025], [1.67045, -5.35539, 3.28802], [0.49030, -4.93320, 2.67075], [0.42987, -3.66899, 2.08123], [3.68034, -2.78134, 0.04075], [2.91678, -4.00240, -0.07636], [4.89205, -2.73532, 0.83875], [5.86350, -3.40773, -4.42336], [5.45264, -4.11396, -2.05645], [3.36853, 0.06010, -3.79501], [4.80032, -1.33076, -5.30590], [0.62955, -1.64411, 0.71259], [3.53938, -2.52245, 2.88510], [3.72199, -4.83312, 3.72618], [1.73806, -6.35598, 3.71284], [-0.38862, -5.57662, 2.60883], [-0.45079, -3.36660, 1.50368]],
  "forces_ev_per_a": [[0.389, 0.335, 0.321], [0.127, -0.250, -0.053], [-0.175, 2.388, 1.691], [-1.443, -0.755, 0.939], [2.231, 0.382, -0.235], [-0.408, 0.132, 0.122], [-0.108, 0.346, -0.210], [-0.073, -0.236, 0.185], [0.107, -0.581, -0.463], [0.388, 0.657, -0.182], [0.015, 0.073, -0.241], [-0.157, -0.223, 0.075], [-0.296, 0.066, -0.056], [-0.120, -0.133, -0.255], [-0.415, 0.015, 0.063], [0.216, -0.224, -0.107], [0.140, -0.193, 0.158], [0.072, -0.080, -0.205], [-0.105, -0.056, 0.168], [-0.056, 0.038, -0.154], [-0.096, 0.051, 0.197], [-0.094, 0.372, 0.353], [0.066, 0.327, -0.240], [-0.039, -0.349, -0.393], [-0.013, -0.220, 0.013], [-0.135, 0.086, 0.313], [-0.082, 0.167, 0.093], [-0.343, 0.329, 0.113], [0.092, -0.146, -0.172], [-0.112, 0.135, 0.220], [-0.157, 0.183, 0.278], [0.084, -2.675, 0.874], [-0.329, 1.286, -0.296], [0.023, 0.953, 0.189], [0.798, 0.260, -1.118], [0.255, -3.258, -2.938], [0.207, 0.596, -0.114], [-0.647, -0.116, 0.520], [-0.107, 0.287, 0.008], [-0.082, 0.114, -0.230], [-0.013, 0.217, -0.046], [0.252, -0.256, 0.085], [-0.101, 1.389, -0.019], [0.241, -0.538, 0.311], [-0.020, -0.845, -0.116], [-0.140, 0.061, 0.162], [-0.157, 0.239, -0.076], [0.134, -0.100, -0.137], [-0.008, -0.149, 0.247], [-0.290, 0.396, 0.146], [-0.157, -0.315, -0.196], [-0.096, -0.080, 0.146], [-0.009, 0.224, -0.106], [0.331, 0.020, 0.071], [0.415, -0.343, 0.297]],
  "lumo_energy_ev": -0.82,
  "charge": 0,
  "e_above_lowest_kcal_mol": 17.5,
  "e_homo_ev": -6.6
}

---

{
  "formula": "C49H42BF4N6O2P2TaTe",
  "method": "ωB97M-V/def2-TZVPD",
  "elements": ["Ta", "O", "C", "N", "C", "O", "C", "C", "C", "C", "C", "N", "C", "C", "C", "C", "C", "N", "H", "H", "H", "H", "H", "H", "H", "H", "C", "C", "P", "C", "C", "C", "C", "C", "C", "C", "C", "C", "C", "C", "C", "C", "P", "C", "C", "C", "C", "C", "C", "C", "C", "C", "C", "C", "C", "H", "H", "H", "H", "H", "H", "H", "H", "H", "H", "H", "H", "H", "H", "H", "H", "H", "H", "H", "H", "H", "H", "H", "H", "H", "H", "C", "Te", "C", "C", "C", "C", "C", "C", "C", "H", "H", "H", "H", "H", "H", "H", "H", "F", "B", "F", "F", "F", "N", "C", "N", "C", "N"],
  "xyz": [[-0.39607, -2.16263, -0.18829], [-0.50735, -4.20881, 2.21498], [-1.01110, -3.13410, 2.46293], [-1.64780, -2.42185, 1.40257], [-2.96286, -2.03334, 1.60252], [-3.63862, -2.27168, 2.56334], [-3.48867, -1.35334, 0.39005], [-4.79131, -0.90279, 0.34026], [-5.21015, -0.22954, -0.79583], [-4.30100, -0.02347, -1.82382], [-3.01691, -0.51605, -1.69547], [-2.62379, -1.19172, -0.61411], [-0.96118, -2.48909, 3.79829], [-0.79127, -3.27015, 4.93021], [-0.77252, -2.63965, 6.16437], [-0.89657, -1.26698, 6.20927], [-1.02468, -0.56897, 5.01186], [-1.06792, -1.15654, 3.82304], [-5.43323, -1.07528, 1.19302], [-6.22088, 0.14767, -0.87547], [-4.58612, 0.51585, -2.71571], [-2.27031, -0.37863, -2.46690], [-0.68522, -4.34275, 4.84119], [-0.66170, -3.22146, 7.06916], [-0.89367, -0.73636, 7.15101], [-1.11639, 0.50835, 5.01555], [3.07800, 1.71329, 0.44371], [2.91730, 3.22849, 0.75380], [1.70618, 4.17525, -0.26985], [0.24774, 4.48630, 0.76541], [-0.12825, 3.75886, 1.88627], [-1.18002, 4.21574, 2.67514], [-1.89956, 5.34408, 2.31876], [-1.57913, 6.02619, 1.15556], [-0.50930, 5.60242, 0.39057], [2.49969, 5.82361, -0.12922], [2.42263, 6.57726, 1.04284], [3.17753, 7.73324, 1.16695], [4.00700, 8.14362, 0.13142], [4.07309, 7.40577, -1.04013], [3.31875, 6.24717, -1.17186], [3.19656, 1.42429, -1.08256], [1.56634, 1.32248, -2.00565], [1.74656, 2.48700, -3.43451], [0.70339, 3.36487, -3.73000], [0.81532, 4.26971, -4.77357], [1.97448, 4.29829, -5.53738], [3.00818, 3.41525, -5.26354], [2.89479, 2.50642, -4.21974], [1.96694, -0.05613, -3.20180], [3.10635, -0.64520, -3.58668], [2.93470, -1.47953, -4.79652], [1.94642, -2.64023, -4.80480], [1.51250, -1.30269, -5.25965], [0.80185, -0.66233, -4.05473], [2.24375, 1.14343, 0.85363], [3.99342, 1.38975, 0.94240], [3.87733, 3.69298, 0.52074], [2.70322, 3.42140, 1.80824], [0.42662, 2.87961, 2.20471], [-1.41164, 3.70120, 3.59276], [-2.69410, 5.70529, 2.96048], [-2.13501, 6.91150, 0.87327], [-0.21144, 6.17032, -0.48400], [1.77803, 6.26651, 1.85537], [3.12338, 8.31159, 2.08062], [4.61154, 9.03416, 0.24217], [4.71524, 7.72236, -1.85158], [3.35838, 5.66686, -2.08820], [3.69350, 0.47149, -1.25605], [3.80414, 2.23165, -1.49434], [-0.19997, 3.33086, -3.13053], [0.00161, 4.94899, -4.99231], [2.07149, 5.01358, -6.34344], [3.90407, 3.43070, -5.87055], [3.70718, 1.81929, -4.01815], [4.08953, -0.47713, -3.16909], [3.76131, -1.57165, -5.48736], [2.10714, -3.48136, -5.46140], [1.21114, -1.09936, -6.27565], [-0.00551, 0.03386, -4.26557], [-2.05486, -5.37468, -2.13853], [-0.92068, -4.88913, -0.36377], [-2.87515, -5.25939, 0.48395], [-3.25984, -6.49219, -0.29047], [-3.99429, -7.53551, 0.25279], [-4.27488, -8.65291, -0.52093], [-3.82402, -8.73084, -1.83115], [-3.10416, -7.68205, -2.38488], [-2.82768, -6.55810, -1.62069], [-1.43049, -5.63459, -2.98793], [-2.71880, -4.54861, -2.40030], [-3.56078, -4.43328, 0.28299], [-2.81561, -5.43736, 1.55400], [-4.34924, -7.47845, 1.27446], [-4.82889, -9.47588, -0.08977], [-4.02757, -9.61421, -2.42098], [-2.76243, -7.73812, -3.41141], [2.02725, -1.93208, -0.45442], [2.20458, -2.63357, 0.82128], [1.16381, -1.96553, 1.60838], [1.67865, -3.88253, 0.54696], [3.41923, -2.53285, 1.33378], [-0.22658, -1.94218, -2.03948], [0.45709, -1.85917, -3.13516], [1.23007, -2.93177, -3.61020], [1.32001, -4.07947, -2.95127], [1.33740, -5.05190, -2.34223]],
  "forces_ev_per_a": [[0.747, 0.651, 0.069], [-0.023, 0.048, 0.044], [-0.149, -0.082, 0.749], [0.636, 0.184, 0.169], [-0.464, -0.056, -0.128], [0.165, -0.032, 0.027], [-0.396, 0.251, 0.095], [0.081, -0.049, 0.096], [0.041, 0.087, -0.119], [-0.128, 0.008, 0.055], [0.329, -0.044, -0.379], [1.491, -0.382, 0.411], [0.026, 0.208, 0.193], [0.022, -0.203, -0.199], [0.032, -0.127, 0.067], [0.021, 0.017, -0.022], [-0.071, 0.030, -0.162], [-0.133, -0.104, -0.074], [-0.003, -0.007, -0.007], [-0.002, -0.020, 0.012], [0.063, -0.002, -0.013], [-0.053, -0.011, 0.000], [-0.018, 0.007, -0.003], [0.000, 0.022, 0.011], [0.008, 0.024, -0.017], [0.029, 0.074, -0.011], [-0.404, 0.503, -0.446], [-0.089, -0.520, 0.010], [0.130, 0.059, -0.522], [-0.048, -0.027, -0.015], [0.052, 0.163, 0.167], [-0.027, -0.087, -0.072], [-0.096, -0.073, 0.216], [0.035, 0.089, -0.075], [-0.021, -0.101, -0.010], [0.031, -0.248, 0.034], [0.194, 0.105, -0.148], [-0.064, 0.002, 0.078], [0.075, 0.001, -0.031], [0.016, -0.041, -0.047], [-0.085, 0.021, 0.055], [-0.209, 0.361, 0.490], [0.653, -0.361, -0.554], [-0.295, 0.265, 0.250], [-0.030, -0.221, 0.116], [0.027, -0.033, -0.104], [-0.113, 0.098, 0.028], [0.101, -0.098, 0.041], [-0.003, 0.273, -0.048], [-0.409, -0.348, 0.457], [-0.199, -0.007, 0.025], [0.269, 0.036, -0.015], [0.323, -0.093, -0.479], [-0.249, 0.211, -0.075], [0.475, -0.190, 0.693], [-0.058, -0.109, 0.170], [-0.086, -0.187, -0.049], [-0.011, 0.129, 0.072], [0.207, -0.158, 0.055], [0.026, 0.104, -0.070], [-0.116, -0.127, 0.151], [0.006, -0.044, -0.044], [0.015, -0.028, -0.021], [-0.056, 0.010, 0.007], [0.025, -0.013, 0.010], [0.012, 0.011, -0.020], [-0.043, 0.026, -0.008], [-0.005, 0.042, 0.011], [0.035, 0.013, 0.006], [0.129, 0.005, 0.143], [0.040, -0.159, -0.343], [0.052, 0.114, 0.048], [0.019, 0.003, 0.013], [0.002, -0.028, -0.019], [0.021, 0.009, 0.029], [0.018, 0.082, -0.029], [-0.056, 0.017, 0.089], [-0.073, -0.016, -0.083], [-0.057, -0.008, -0.041], [0.006, 0.023, -0.009], [-0.116, -0.127, 0.071], [-0.084, 0.004, -0.167], [-0.665, -0.969, -0.314], [-0.083, -0.136, 0.002], [0.036, 0.025, -0.197], [0.002, 0.001, 0.049], [0.016, -0.021, 0.042], [-0.011, 0.026, 0.001], [0.025, 0.011, -0.090], [-0.038, 0.017, 0.243], [0.195, 0.106, 0.071], [0.127, 0.113, 0.037], [0.191, 0.143, -0.017], [0.138, 0.083, 0.011], [0.053, -0.026, 0.012], [-0.021, 0.020, -0.020], [-0.011, 0.017, -0.006], [0.020, -0.020, 0.025], [-1.106, 0.301, 0.015], [0.729, 0.103, -0.155], [-1.079, 0.321, -0.797], [-0.175, -0.183, 0.030], [-0.152, -0.032, -0.009], [-0.115, -0.196, 0.082], [1.028, -0.258, -0.985], [-1.321, 1.184, 0.714], [0.022, -0.051, 0.260], [0.052, -0.393, 0.144]],
  "lumo_energy_ev": -7.69,
  "charge": 2,
  "e_above_lowest_kcal_mol": 88.8,
  "e_homo_ev": -11.5
}

---

{
  "formula": "C9H15N3O6",
  "method": "ωB97M-V/def2-TZVPD",
  "elements": ["C", "C", "C", "C", "C", "C", "C", "C", "C", "H", "H", "H", "H", "H", "H", "H", "H", "H", "H", "H", "H", "H", "H", "H", "N", "N", "N", "O", "O", "O", "O", "O", "O"],
  "xyz": [[-1.06079, -0.77548, 0.03935], [0.28023, 0.07821, -0.28826], [-2.15608, 0.25187, 0.02122], [-3.40125, -0.53483, -0.64634], [-4.68610, 0.37060, -0.10424], [2.52054, 0.35288, 0.47084], [2.57321, 1.80784, 0.16074], [3.46978, -0.49296, -0.60203], [4.93528, -0.68573, -0.24462], [-0.87406, -1.42941, 2.19487], [-1.24958, -2.66458, 1.28318], [-1.11896, -1.24811, -1.13736], [-1.77102, 1.12266, -0.57688], [-2.18112, 0.72971, 1.04436], [-3.25486, -0.66300, -1.80713], [-3.49868, -1.50980, -0.10944], [-5.86945, -0.37669, -1.68749], [-6.65695, 0.83115, -0.39272], [0.97818, -1.05821, 1.10936], [3.10347, 0.11950, 1.41963], [3.42385, 0.18584, -1.49153], [2.93508, -1.31572, -0.67377], [5.42556, 1.24939, -0.18753], [1.02117, 2.11290, 1.37995], [-0.73688, -1.83607, 1.15107], [-5.64444, 0.50093, -1.02741], [1.15809, -0.14184, 0.67703], [0.45744, 0.82264, -1.29259], [-4.75676, 0.81491, 1.15627], [3.58308, 2.26623, -0.41427], [5.49699, -1.75984, -0.30430], [5.82159, 0.28206, 0.06556], [1.73344, 2.59294, 0.81447]],
  "forces_ev_per_a": [[2.854, -1.038, -3.850], [-1.497, 0.091, -2.023], [-0.133, -0.471, 0.091], [-0.595, 2.966, 1.947], [1.741, -0.765, 4.576], [2.178, -2.466, 0.542], [3.297, 1.021, 0.254], [0.578, 6.546, 0.934], [2.051, -1.639, -0.136], [0.393, -0.436, -3.273], [-1.173, -1.176, -1.126], [0.105, 0.229, 3.563], [-0.709, -1.092, -0.078], [-1.227, -0.923, -0.815], [-0.517, 0.457, 2.414], [0.053, 0.659, -0.650], [1.017, 2.780, 2.021], [3.838, -1.155, -2.807], [0.321, 0.419, 0.216], [-0.953, 0.996, -0.684], [0.069, -1.091, 0.326], [-1.666, -4.389, -0.939], [0.935, -3.069, 1.005], [1.913, 0.723, -1.707], [-0.101, 4.131, 2.005], [-5.884, -0.737, 1.086], [2.300, 0.074, 0.014], [-0.686, -1.894, 2.831], [0.394, -2.026, -6.768], [-2.830, -0.710, 1.025], [-1.679, -0.514, -0.032], [-2.594, 4.664, -0.981], [-1.794, -0.164, 1.020]],
  "lumo_energy_ev": 0.07,
  "charge": 0,
  "e_above_lowest_kcal_mol": 146.0,
  "e_homo_ev": -10.0
}

---

{
  "formula": "C3H4S",
  "method": "ωB97M-V/def2-TZVPD",
  "elements": ["C", "C", "C", "S", "H", "H", "H", "H"],
  "xyz": [[0.03347, 0.01520, -0.17728], [-1.18074, 0.08353, -0.11462], [1.50628, -0.13506, -0.21120], [-2.90136, 0.28690, -0.27074], [2.00582, -1.11302, 0.04152], [1.62369, 0.45660, 0.75372], [1.92793, 0.19918, -1.17552], [-3.01509, 0.20669, 1.15413]],
  "forces_ev_per_a": [[1.684, -1.671, -0.722], [-2.990, 0.488, 0.240], [-0.704, 0.389, 1.506], [1.922, 0.014, -1.932], [-1.303, 0.572, -0.301], [1.337, 0.010, -1.459], [0.026, 0.408, 0.825], [0.028, -0.209, 1.843]],
  "lumo_energy_ev": [0.81, -2.80],
  "charge": 0,
  "s2": 2.020,
  "multiplicity": 3,
  "e_above_lowest_kcal_mol": 53.0,
  "e_homo_ev": [-4.4, -10.2]
}